# 1
{"formula": "C31H56CrN9Si", "method": "wB97M-V/def2-TZVPD", "total_charge": 1, "homo_ev": [-9.1, -9.7], "orbital_gap_ev": [7.5, 8.0], "de_lowest_kj_mol": 0.0, "spin_multiplicity": 5, "symbols": ["Cr", "C", "N", "C", "C", "N", "C", "C", "C", "C", "C", "C", "N", "C", "N", "C", "C", "N", "C", "C", "N", "C", "C", "H", "H", "H", "H", "H", "H", "H", "H", "H", "H", "H", "H", "H", "H", "H", "H", "H", "H", "H", "H", "H", "H", "H", "H", "H", "H", "H", "H", "C", "C", "N", "C", "C", "C", "C", "N", "H", "H", "H", "H", "H", "H", "H", "H", "H", "H", "H", "H", "H", "H", "C", "Si", "C", "C", "N", "C", "C", "C", "C", "C", "C", "H", "H", "H", "H", "H", "H", "H", "H", "H", "H", "H", "H", "H", "H"], "positions_angstrom": [[-0.683, -0.205, -0.015], [-4.257, 0.850, -3.919], [-3.584, 0.997, -2.639], [-4.403, 1.661, -1.640], [-2.323, 0.546, -2.416], [-1.474, 1.063, -1.544], [-1.554, 2.431, -1.200], [-2.009, 3.415, -2.075], [-2.089, 4.740, -1.681], [-1.733, 5.098, -0.388], [-1.233, 4.135, 0.470], [-1.077, 2.812, 0.059], [-0.501, 1.846, 0.907], [0.571, 2.190, 1.594], [0.761, 1.678, 2.835], [-0.349, 1.096, 3.567], [2.072, 1.401, 3.392], [1.578, 3.004, 1.122], [2.106, 4.093, 1.927], [1.842, 3.152, -0.295], [-1.910, -0.498, -3.198], [-0.505, -0.677, -3.496], [-2.683, -1.729, -3.259], [-4.663, 1.821, -4.207], [-5.087, 0.143, -3.855], [-3.556, 0.515, -4.679], [-4.715, 2.641, -2.008], [-3.866, 1.805, -0.709], [-5.294, 1.055, -1.450], [-2.314, 3.135, -3.074], [-2.450, 5.483, -2.375], [-1.834, 6.120, -0.055], [-0.943, 4.400, 1.477], [-1.267, 1.613, 3.300], [-0.159, 1.231, 4.633], [-0.463, 0.031, 3.349], [2.849, 1.673, 2.683], [2.154, 0.338, 3.624], [2.224, 1.962, 4.318], [1.832, 3.970, 2.967], [1.703, 5.045, 1.569], [3.193, 4.129, 1.849], [1.483, 2.282, -0.843], [2.924, 3.236, -0.434], [1.366, 4.038, -0.720], [0.015, 0.271, -3.397], [-0.416, -1.036, -4.523], [-0.037, -1.404, -2.826], [-3.734, -1.541, -3.080], [-2.321, -2.439, -2.507], [-2.573, -2.182, -4.244], [5.081, -2.768, -0.149], [4.411, -2.240, -1.407], [3.457, -1.168, -1.121], [4.024, 0.170, -1.033], [3.872, 0.943, -2.334], [2.143, -1.377, -0.914], [1.606, -2.780, -0.993], [1.298, -0.419, -0.662], [5.802, -3.542, -0.404], [4.345, -3.194, 0.530], [5.612, -1.976, 0.378], [3.907, -3.043, -1.939], [5.153, -1.832, -2.099], [5.080, 0.056, -0.775], [3.570, 0.708, -0.195], [4.371, 0.420, -3.149], [4.315, 1.934, -2.249], [2.822, 1.059, -2.602], [1.720, -3.177, -2.002], [0.553, -2.770, -0.727], [2.120, -3.443, -0.299], [1.721, 0.504, -0.657], [-3.241, -0.127, 1.343], [-2.470, -1.801, 1.748], [-3.467, -3.036, 0.736], [-2.736, -2.158, 3.565], [-0.802, -1.673, 1.321], [0.163, -2.535, 1.815], [-0.054, -3.906, 1.992], [0.951, -4.736, 2.460], [2.209, -4.234, 2.763], [2.441, -2.876, 2.592], [1.438, -2.045, 2.125], [-4.316, -0.248, 1.475], [-3.113, 0.208, 0.309], [-2.899, 0.677, 1.991], [-4.518, -2.973, 1.018], [-3.151, -4.066, 0.888], [-3.399, -2.829, -0.333], [-3.786, -2.364, 3.766], [-2.441, -1.304, 4.174], [-2.157, -3.017, 3.901], [-1.017, -4.327, 1.742], [0.747, -5.790, 2.586], [2.986, -4.885, 3.131], [3.411, -2.459, 2.833], [1.626, -0.992, 1.971]], "forces_ev_per_a": [[0.18, 0.16, 0.06], [0.09, -0.08, -0.07], [0.04, -0.26, 0.10], [0.01, 0.05, 0.09], [-0.02, 0.08, -0.30], [0.01, 0.03, -0.01], [-0.01, 0.06, 0.02], [0.00, 0.08, -0.01], [0.01, -0.02, 0.07], [0.00, -0.01, -0.06], [0.13, 0.04, -0.10], [0.13, 0.10, 0.07], [-0.08, -0.04, -0.01], [0.16, -0.17, 0.22], [0.02, 0.00, -0.37], [-0.11, 0.01, 0.04], [0.09, 0.14, 0.07], [-0.18, -0.03, 0.03], [0.06, -0.03, -0.03], [-0.13, -0.03, 0.00], [-0.17, 0.02, 0.23], [0.14, 0.00, 0.00], [-0.01, -0.01, -0.10], [0.00, 0.00, -0.04], [-0.02, -0.02, -0.02], [-0.04, 0.01, 0.03], [0.01, -0.01, 0.04], [-0.03, -0.03, -0.04], [0.03, 0.04, -0.01], [0.02, 0.01, -0.05], [-0.03, 0.07, -0.06], [-0.01, 0.06, 0.02], [0.03, 0.04, 0.11], [-0.02, -0.03, 0.01], [-0.03, -0.03, 0.00], [0.02, 0.00, -0.01], [0.00, -0.04, 0.01], [-0.01, -0.03, 0.01], [0.03, 0.00, -0.02], [-0.04, -0.01, 0.11], [-0.01, 0.06, -0.01], [0.04, 0.01, 0.03], [-0.07, 0.17, -0.01], [-0.04, 0.01, -0.03], [-0.05, 0.05, -0.02], [0.03, -0.01, 0.00], [0.02, -0.01, 0.03], [0.02, 0.01, -0.01], [-0.12, 0.03, 0.05], [0.00, 0.00, -0.04], [-0.03, -0.02, -0.03], [0.01, -0.02, -0.03], [0.00, -0.03, -0.01], [-0.13, -0.04, 0.05], [0.08, 0.04, 0.06], [0.01, 0.01, 0.03], [-0.05, -0.15, -0.01], [0.10, 0.08, -0.08], [-0.07, 0.17, -0.09], [0.06, -0.05, -0.01], [-0.04, -0.02, 0.03], [0.01, 0.04, 0.02], [-0.03, -0.02, 0.00], [-0.06, -0.04, 0.05], [-0.08, 0.02, -0.04], [0.02, -0.01, 0.01], [0.02, -0.03, -0.03], [0.03, 0.06, 0.00], [-0.03, 0.01, -0.03], [0.01, 0.00, -0.04], [-0.01, 0.02, -0.03], [0.06, -0.03, 0.03], [0.09, -0.25, -0.03], [0.12, -0.08, -0.03], [-0.04, -0.28, 0.06], [0.06, 0.07, 0.12], [0.04, 0.09, -0.10], [-0.38, 0.11, 0.01], [0.14, 0.14, -0.06], [0.02, -0.04, 0.07], [0.03, -0.02, 0.02], [-0.01, 0.01, -0.03], [0.00, -0.01, 0.01], [0.07, 0.00, 0.08], [-0.13, 0.05, 0.00], [0.01, -0.04, -0.06], [0.01, 0.04, 0.05], [-0.11, -0.02, 0.00], [0.04, -0.11, 0.03], [0.02, 0.05, -0.11], [-0.11, -0.02, 0.03], [0.03, 0.06, 0.07], [0.06, -0.09, 0.00], [-0.10, -0.04, -0.03], [0.00, -0.07, 0.01], [0.07, -0.06, 0.04], [0.06, 0.02, 0.02], [0.00, 0.08, 0.03]], "mulliken_spin": [3.776, 0.000, 0.007, -0.002, -0.086, -0.054, 0.121, 0.009, 0.001, 0.001, 0.009, 0.034, -0.125, 0.003, 0.014, 0.013, -0.002, 0.000, 0.000, 0.003, 0.028, 0.064, 0.018, 0.000, 0.000, 0.000, 0.000, 0.003, 0.000, 0.000, 0.000, 0.000, 0.001, -0.002, 0.001, 0.008, 0.001, 0.001, 0.000, 0.000, 0.000, 0.000, 0.002, 0.000, 0.001, -0.002, 0.001, -0.006, 0.005, -0.009, 0.001, 0.000, -0.003, 0.012, 0.001, 0.001, 0.031, 0.093, -0.198, 0.000, 0.001, 0.000, 0.001, 0.000, 0.000, -0.001, 0.000, 0.000, -0.001, 0.013, -0.025, 0.005, 0.062, 0.024, 0.015, 0.019, 0.001, -0.063, 0.012, 0.001, -0.004, 0.010, 0.002, 0.092, 0.007, 0.037, 0.006, 0.001, 0.000, -0.015, 0.000, 0.000, 0.000, 0.001, 0.000, 0.001, 0.000, 0.028]}

=====

# 2
{"formula": "C31H57IN6O5", "method": "wB97M-V/def2-TZVPD", "homo_ev": [-8.2, -8.2], "orbital_gap_ev": [8.0, 7.9], "spin_multiplicity": 3, "symbols": ["C", "C", "C", "C", "C", "C", "C", "C", "N", "C", "N", "I", "C", "O", "O", "N", "N", "C", "C", "C", "O", "H", "H", "H", "H", "H", "H", "H", "H", "H", "H", "H", "H", "H", "H", "H", "H", "H", "H", "H", "H", "H", "C", "C", "C", "C", "C", "C", "N", "O", "C", "C", "C", "H", "H", "H", "H", "H", "H", "H", "H", "H", "H", "H", "H", "H", "H", "H", "H", "H", "H", "C", "C", "C", "C", "C", "C", "N", "O", "C", "C", "C", "H", "H", "H", "H", "H", "H", "H", "H", "H", "H", "H", "H", "H", "H", "H", "H", "H", "H"], "positions_angstrom": [[3.166, 2.187, 2.165], [2.842, 1.854, 0.693], [3.934, 0.919, 0.150], [3.774, 0.553, -1.355], [2.312, 0.457, -1.817], [1.709, -0.857, -1.257], [0.146, -0.845, -1.246], [-0.306, -1.255, 0.130], [0.185, -2.385, 0.612], [-0.378, -2.470, 1.865], [-0.101, -3.457, 2.690], [1.239, -4.886, 2.096], [-0.762, -3.458, 4.044], [-1.367, -4.482, 4.361], [-0.602, -2.398, 4.665], [-1.179, -1.432, 2.087], [-1.145, -0.652, 0.967], [-1.840, 0.585, 0.743], [-3.221, 0.270, 0.071], [-4.476, 0.521, 1.044], [-3.856, -0.836, 0.530], [2.635, 3.097, 2.471], [4.237, 2.354, 2.308], [2.855, 1.402, 2.860], [2.765, 2.777, 0.108], [1.860, 1.363, 0.686], [3.835, -0.022, 0.712], [4.931, 1.289, 0.403], [4.208, -0.443, -1.482], [4.339, 1.281, -1.945], [1.704, 1.333, -1.579], [2.321, 0.335, -2.909], [2.095, -0.952, -0.239], [2.097, -1.718, -1.802], [-0.257, 0.108, -1.589], [-0.154, -1.663, -1.905], [-1.713, -1.259, 2.930], [-1.307, 1.238, 0.054], [-2.087, 1.107, 1.664], [-3.353, 0.538, -0.977], [-5.418, -0.037, 1.166], [-4.931, 1.130, 0.191], [10.601, -0.969, -1.594], [9.382, -0.618, -0.712], [9.498, -1.339, 0.634], [9.216, -2.837, 0.545], [7.872, -3.096, -0.131], [7.731, -2.399, -1.487], [8.113, -0.956, -1.426], [7.143, -0.299, -0.865], [8.585, -3.135, -2.540], [6.296, -2.579, -1.985], [9.505, 0.888, -0.480], [10.900, -2.013, -1.530], [10.414, -0.722, -2.640], [11.475, -0.397, -1.283], [8.797, -0.897, 1.349], [10.496, -1.181, 1.049], [10.019, -3.348, 0.006], [9.206, -3.265, 1.549], [7.729, -4.172, -0.254], [7.076, -2.757, 0.540], [8.608, -2.581, -3.480], [8.160, -4.116, -2.752], [9.608, -3.322, -2.225], [5.561, -2.198, -1.277], [6.079, -3.638, -2.125], [6.146, -2.076, -2.943], [9.415, 1.440, -1.418], [10.477, 1.120, -0.045], [8.755, 1.266, 0.213], [-11.119, 1.614, 1.338], [-9.732, 2.295, 1.356], [-9.833, 3.681, 0.714], [-9.980, 3.634, -0.805], [-8.872, 2.791, -1.431], [-8.754, 1.392, -0.819], [-8.722, 1.429, 0.675], [-7.538, 1.812, 1.055], [-9.922, 0.511, -1.307], [-7.513, 0.707, -1.392], [-9.412, 2.459, 2.842], [-11.674, 1.776, 0.417], [-11.032, 0.540, 1.509], [-11.751, 2.013, 2.131], [-8.940, 4.265, 0.958], [-10.678, 4.223, 1.144], [-10.962, 3.243, -1.085], [-9.935, 4.649, -1.206], [-9.043, 2.707, -2.507], [-7.923, 3.324, -1.314], [-9.937, -0.444, -0.781], [-9.814, 0.295, -2.370], [-10.899, 0.976, -1.203], [-6.605, 1.282, -1.218], [-7.613, 0.595, -2.471], [-7.379, -0.288, -0.963], [-9.319, 1.489, 3.335], [-10.209, 3.013, 3.336], [-8.492, 3.017, 3.011]], "forces_ev_per_a": [[-0.37, 0.44, -0.07], [0.72, -0.11, 0.82], [-1.08, -0.77, -0.26], [0.06, 0.55, 0.70], [0.43, -1.20, -0.66], [-0.08, 1.27, 0.36], [0.59, -0.50, 0.49], [0.71, -0.91, -1.02], [-0.95, 0.73, 0.91], [1.60, -1.07, -1.08], [0.06, -0.05, -0.34], [-0.50, 0.22, 0.32], [-0.93, -0.90, 2.24], [0.70, 0.27, -0.93], [-0.02, 0.51, -0.93], [-0.59, 0.12, 0.79], [0.70, 0.75, -0.76], [-1.84, -0.13, -0.53], [0.66, -0.75, 3.34], [-0.37, 0.84, -1.65], [0.45, 0.55, -2.54], [0.13, -0.11, 0.06], [-0.11, 0.05, -0.03], [0.09, -0.08, -0.21], [0.05, -0.11, 0.00], [0.11, 0.06, -0.25], [0.13, 0.19, 0.08], [-0.07, 0.11, -0.34], [0.25, 0.27, -0.31], [-0.10, -0.20, -0.13], [0.12, -0.07, 0.10], [-0.10, 0.39, 0.07], [-0.28, -0.19, -0.02], [-0.11, 0.11, -0.04], [-0.03, -0.12, 0.01], [-0.43, 0.32, -0.05], [0.09, 0.23, 0.01], [0.48, -0.16, 0.31], [0.44, -0.14, 0.08], [-0.08, 0.04, 0.02], [0.00, 0.73, 1.76], [-0.48, -1.14, -0.28], [0.09, -0.27, -0.12], [1.95, 0.28, -0.57], [-0.40, -0.37, 0.25], [0.00, 0.02, -0.08], [0.17, 0.26, 0.52], [0.28, -1.50, -1.34], [-1.11, -0.03, 2.39], [-0.12, 0.36, -0.70], [0.34, -0.04, 0.00], [-0.35, 0.56, 0.18], [-0.66, 0.26, 0.08], [-0.09, -0.02, -0.07], [-0.06, -0.04, 0.01], [-0.11, 0.08, 0.11], [-0.07, 0.08, -0.13], [0.03, 0.14, -0.15], [-0.01, 0.03, -0.02], [0.01, 0.00, -0.01], [-0.06, 0.04, -0.19], [-0.03, 0.12, -0.11], [0.01, 0.05, 0.04], [-0.14, 0.06, 0.08], [0.01, 0.10, -0.01], [0.09, 0.11, 0.00], [0.20, -0.03, 0.02], [0.02, 0.04, 0.03], [-0.02, -0.03, 0.00], [0.07, -0.19, -0.06], [-0.11, -0.07, -0.12], [-0.18, -0.10, -0.25], [-1.89, -0.31, 0.83], [0.33, 0.20, -0.48], [-0.01, -0.07, 0.03], [-0.02, 0.52, 0.30], [-0.87, -1.20, -1.36], [1.43, 2.26, -0.28], [0.07, -0.80, 0.21], [-0.33, 0.05, 0.06], [0.49, 0.08, 0.45], [0.71, -0.03, 0.07], [0.07, -0.08, -0.04], [0.04, 0.01, -0.05], [0.15, 0.09, 0.05], [0.07, -0.14, 0.06], [-0.02, -0.15, 0.14], [0.01, -0.03, 0.02], [-0.02, -0.01, 0.00], [0.04, -0.20, 0.02], [0.04, -0.11, 0.11], [0.01, 0.04, 0.05], [0.16, 0.06, 0.02], [0.02, -0.01, 0.10], [-0.05, 0.01, 0.13], [-0.19, 0.04, 0.02], [-0.01, 0.02, 0.02], [0.01, 0.00, -0.03], [-0.13, -0.04, -0.17], [0.07, -0.13, -0.09]], "mulliken_spin": [0.000, 0.001, 0.005, 0.006, 0.000, 0.000, 0.000, 0.000, 0.000, 0.000, 0.000, 0.000, 0.000, 0.000, 0.000, 0.000, 0.000, 0.000, 0.000, 0.004, -0.001, 0.000, 0.000, 0.000, 0.000, 0.000, 0.000, 0.000, -0.007, 0.000, 0.000, 0.000, 0.000, 0.000, 0.000, 0.000, 0.000, 0.000, 0.000, 0.000, -0.003, 0.001, 0.009, 0.028, 0.018, -0.020, 0.018, 0.035, 0.364, 0.558, 0.007, -0.023, -0.003, 0.001, -0.010, 0.001, 0.004, 0.000, -0.001, 0.001, 0.000, 0.005, -0.007, 0.000, 0.001, 0.005, 0.000, 0.000, 0.000, 0.001, 0.002, 0.015, 0.027, 0.019, -0.019, 0.021, 0.028, 0.348, 0.572, 0.013, -0.026, 0.000, 0.001, -0.011, 0.001, 0.004, 0.000, 0.000, 0.002, 0.001, 0.005, -0.009, 0.001, 0.001, 0.004, 0.000, 0.002, -0.002, 0.001, 0.000]}